(1)
{
  "formula": "C7H10N2O4",
  "method": "the ωB97M-V functional and the def2-TZVPD basis",
  "de_lowest_ev": 4.174,
  "spin_multiplicity": 1,
  "orbital_gap_ev": [6.74, 6.74],
  "symbols": ["C", "C", "C", "C", "C", "C", "C", "N", "N", "O", "O", "O", "O", "H", "H", "H", "H", "H", "H", "H", "H", "H", "H"],
  "positions_angstrom": [[0.6796, -1.2228, 0.1173], [2.8503, -0.2586, -0.3627], [-1.2187, 0.6136, 0.5206], [0.0889, 1.3781, 0.4074], [-1.4688, -0.5831, -0.3990], [1.3211, 0.7078, 1.1857], [-2.8911, -1.2412, -0.0259], [1.6881, -0.9995, -0.7441], [2.5510, 0.7115, 0.4895], [0.9967, -0.6937, 1.3667], [3.9181, -0.4586, -0.9049], [-0.4912, -1.6742, -0.2705], [0.3445, 1.6047, -0.9938], [-1.3903, 0.2766, 1.6222], [-1.9212, 1.2616, 0.3018], [-0.0362, 2.3222, 1.0278], [-1.4540, -0.2110, -1.5034], [-3.5228, -1.1709, -0.9196], [-3.3509, -0.5531, 0.6360], [-2.6331, -2.1515, 0.3913], [1.7933, -1.4021, -1.6716], [3.1935, 1.3648, 0.9369], [0.9533, 2.3794, -1.2077]],
  "forces_ev_per_a": [[2.389, 2.673, 1.281], [1.053, 0.515, -0.896], [3.189, -3.881, 2.725], [2.123, 0.908, 1.296], [-1.954, 0.746, -1.115], [-1.952, 0.330, -0.548], [1.799, 3.140, -2.447], [-0.165, -0.993, 0.071], [-0.555, 1.455, 1.148], [-2.223, -3.321, -1.218], [0.047, -0.468, -0.079], [0.934, 0.171, 0.481], [0.472, 1.451, -0.534], [0.456, 0.621, -1.805], [-3.830, 3.183, -1.151], [-0.120, -0.598, -1.328], [0.224, -0.858, 1.878], [0.179, -0.986, 0.175], [-0.442, 0.260, 1.140], [-0.314, -2.005, 0.660], [-0.563, 0.041, 0.245], [0.488, -0.782, -0.980], [-1.234, -1.600, 1.000]]
}

(2)
{
  "formula": "C21H53Li3N3O3",
  "method": "the ωB97M-V functional and the def2-TZVPD basis",
  "de_lowest_ev": 0.000,
  "charge": 1,
  "spin_multiplicity": 1,
  "orbital_gap_ev": 8.58,
  "symbols": ["Li", "Li", "Li", "O", "H", "O", "H", "C", "C", "N", "C", "C", "C", "C", "H", "H", "H", "H", "H", "H", "H", "H", "H", "H", "H", "H", "H", "H", "H", "C", "C", "N", "C", "C", "C", "C", "H", "H", "H", "H", "H", "H", "H", "H", "H", "H", "H", "H", "H", "H", "H", "C", "C", "N", "C", "C", "C", "C", "H", "H", "H", "H", "H", "H", "H", "H", "H", "H", "H", "H", "H", "H", "H", "C", "C", "O", "C", "H", "H", "H", "H", "H", "H"],
  "positions_angstrom": [[1.5656, -0.7667, -1.6531], [0.0093, -1.9064, 0.0192], [-1.0305, 0.0156, -1.7946], [0.2680, 0.0030, -0.2872], [0.8185, 0.5496, 0.2856], [-1.4443, -1.8003, -1.4090], [-1.9925, -2.5771, -1.5510], [4.5860, -1.3043, -3.2287], [4.3226, 0.1117, -2.7201], [3.4703, 0.1580, -1.5145], [4.0215, -0.6246, -0.3892], [5.3689, -0.1781, 0.1275], [3.1643, 1.5185, -1.1026], [2.3063, 2.2927, -2.0978], [5.1776, -1.2167, -4.1418], [3.6553, -1.7953, -3.5251], [5.1385, -1.9387, -2.5394], [5.2417, 0.6942, -2.5845], [3.7664, 0.6140, -3.5109], [3.2862, -0.5452, 0.4188], [4.0768, -1.6723, -0.6915], [5.3810, 0.8747, 0.3949], [5.6282, -0.7792, 0.9987], [6.1470, -0.3602, -0.6165], [4.0789, 2.0898, -0.9031], [2.5977, 1.4765, -0.1706], [2.1214, 3.3092, -1.7653], [1.4028, 1.7335, -2.3543], [2.8338, 2.4045, -3.0518], [-3.1939, 0.6020, -3.7340], [-2.6427, 1.8864, -3.1925], [-2.1831, 1.7794, -1.8060], [-3.2129, 1.3253, -0.8483], [-4.4821, 2.1641, -0.8371], [-1.5475, 3.0657, -1.4414], [-1.1730, 3.1859, 0.0095], [-2.4940, -0.2275, -3.5983], [-3.4701, 0.7194, -4.7792], [-4.1151, 0.3356, -3.2142], [-1.8076, 2.2462, -3.7964], [-3.4314, 2.6517, -3.2732], [-3.4803, 0.3099, -1.1533], [-2.7309, 1.2648, 0.1216], [-5.1980, 1.8252, -0.0844], [-4.2753, 3.2221, -0.6613], [-5.0402, 2.0785, -1.7723], [-2.1836, 3.9224, -1.7010], [-0.6491, 3.1190, -2.0624], [-0.5911, 4.0934, 0.1842], [-0.5871, 2.3475, 0.3896], [-2.0642, 3.2662, 0.6372], [-0.7128, -5.0998, 0.3629], [-0.0561, -4.3922, 1.5373], [-0.4915, -2.9811, 1.6914], [0.1816, -2.4091, 2.8814], [1.6722, -2.2251, 2.6979], [-1.9361, -2.8880, 1.8385], [-2.4727, -1.4528, 1.8949], [-1.7100, -5.4580, 0.6042], [-0.0825, -5.9220, 0.0338], [-0.8309, -4.4048, -0.4774], [-0.2896, -4.9462, 2.4565], [1.0197, -4.3709, 1.3680], [-0.0222, -3.0399, 3.7621], [-0.3203, -1.4710, 3.1201], [2.0793, -1.5358, 3.4416], [1.9506, -1.9034, 1.6935], [2.2157, -3.1483, 2.9284], [-2.3869, -3.3479, 0.9585], [-2.3178, -3.4747, 2.6891], [-1.9055, -0.8138, 1.2171], [-3.5111, -1.4669, 1.5699], [-2.4366, -1.0477, 2.9069], [-0.2391, 1.5448, 3.3946], [-1.1988, 2.2922, 4.2945], [-1.0151, 2.3524, 5.4834], [-2.4258, 2.8956, 3.6609], [0.3496, 0.8281, 3.9672], [0.4227, 2.2279, 2.8585], [-0.7787, 0.9363, 2.6582], [-2.9378, 2.1731, 3.0221], [-2.1489, 3.7273, 3.0055], [-3.0788, 3.2579, 4.4495]],
  "forces_ev_per_a": [[0.037, 0.709, 0.410], [-1.506, 0.455, -0.093], [-0.566, -0.352, 1.031], [1.153, -1.013, -0.829], [-0.313, -0.012, -0.192], [1.149, 0.245, 0.201], [0.115, 0.287, -0.236], [0.184, 0.406, -0.192], [-0.385, -0.097, -0.185], [-0.402, -0.842, -0.343], [-0.285, 0.167, 0.093], [0.386, -0.273, -0.143], [-0.265, 0.872, 0.083], [0.822, -0.449, -0.933], [0.031, -0.093, 0.055], [-0.019, -0.066, 0.166], [-0.013, 0.003, 0.038], [0.077, -0.200, 0.128], [0.067, 0.123, 0.000], [0.010, -0.097, -0.015], [-0.055, -0.013, 0.044], [0.033, 0.024, 0.125], [0.020, 0.129, 0.086], [0.020, 0.105, 0.026], [-0.008, -0.012, 0.007], [0.212, -0.104, 0.149], [-0.382, -0.082, 0.249], [-0.281, 0.299, 0.339], [0.028, 0.071, 0.134], [-0.318, -0.372, 0.073], [-0.535, 0.552, 0.121], [0.538, 0.114, 0.086], [-0.329, -0.120, -0.768], [-0.327, 0.149, 0.097], [0.143, -0.337, -0.206], [0.021, 0.137, 0.716], [-0.086, -0.101, -0.254], [0.221, -0.113, -0.120], [0.031, -0.101, 0.010], [0.089, -0.039, 0.017], [0.180, 0.071, -0.033], [0.112, -0.063, 0.286], [-0.106, -0.045, 0.151], [0.276, -0.007, 0.183], [-0.052, -0.026, 0.030], [0.219, 0.078, -0.101], [-0.054, -0.099, -0.145], [-0.039, 0.232, -0.003], [-0.033, 0.019, -0.132], [-0.044, -0.098, -0.212], [0.068, 0.023, -0.018], [-0.037, 0.432, -0.270], [-0.392, 0.220, -0.159], [0.766, -0.163, 0.433], [-0.628, 0.014, 0.095], [0.495, -0.485, 0.721], [-0.941, 0.038, -0.410], [0.210, -0.352, 0.213], [0.028, -0.196, 0.020], [-0.136, -0.164, 0.016], [0.115, -0.107, -0.015], [0.287, 0.033, 0.073], [0.068, -0.115, 0.257], [0.131, -0.076, -0.122], [0.234, 0.140, -0.237], [-0.178, 0.284, -0.234], [-0.042, 0.159, -0.007], [-0.117, -0.019, -0.360], [0.130, -0.012, -0.031], [0.263, 0.067, 0.126], [-0.053, 0.057, -0.045], [-0.042, 0.115, 0.026], [-0.015, 0.099, -0.037], [-0.054, -0.632, -0.282], [-0.122, -0.326, 0.012], [0.112, 0.071, 0.089], [0.075, 0.212, -0.149], [0.152, 0.333, 0.227], [-0.030, 0.050, 0.034], [-0.063, 0.346, -0.099], [-0.025, -0.086, 0.106], [0.058, 0.007, 0.096], [-0.089, 0.014, -0.068]]
}

(3)
{
  "formula": "C3H7N3OS",
  "method": "the ωB97M-V functional and the def2-TZVPD basis",
  "de_lowest_ev": 7.995,
  "spin_multiplicity": 1,
  "orbital_gap_ev": 8.84,
  "symbols": ["C", "C", "C", "H", "H", "H", "H", "H", "H", "H", "N", "N", "N", "O", "S"],
  "positions_angstrom": [[0.1464, -1.4967, 0.8366], [0.3369, 0.5078, -0.6221], [-0.9733, 0.1163, -1.0997], [-0.7258, -0.8546, 1.7107], [0.8586, -2.3287, 1.1271], [-0.4751, -2.0963, -0.1920], [2.4347, 0.3159, 1.3608], [0.4097, 2.0330, -1.7589], [-1.3564, 0.0531, -2.0357], [-2.1171, 1.5533, 1.3465], [0.9646, -0.5856, 0.0279], [1.0793, 1.5051, -1.0571], [-1.8812, 0.6690, -0.3919], [-1.2873, 1.1498, 0.7603], [2.5863, -0.5414, -0.0125]],
  "forces_ev_per_a": [[-2.335, -1.087, -2.502], [4.747, -1.156, -2.190], [-1.464, 3.471, 2.751], [3.174, -2.433, -2.783], [-1.198, 1.231, 0.618], [0.887, 1.489, 3.746], [1.697, -1.549, -2.726], [1.733, -0.900, 1.770], [-0.209, -1.310, -3.180], [3.206, -1.592, -2.337], [-2.355, 1.292, -0.515], [-3.959, -0.551, -0.909], [-0.949, -0.560, 0.479], [-3.970, 1.985, 3.097], [0.994, 1.669, 4.680]]
}

(4)
{
  "formula": "C34H60N2O2PrSi",
  "method": "the ωB97M-V functional and the def2-TZVPD basis",
  "de_lowest_ev": 2.801,
  "charge": 1,
  "spin_multiplicity": 3,
  "orbital_gap_ev": [7.10, 7.23],
  "symbols": ["O", "O", "C", "C", "H", "H", "H", "H", "H", "C", "C", "H", "H", "H", "H", "H", "C", "C", "C", "H", "H", "H", "H", "H", "C", "H", "H", "H", "H", "H", "H", "N", "C", "C", "C", "C", "H", "H", "H", "C", "H", "H", "H", "N", "C", "C", "C", "C", "H", "C", "H", "C", "H", "C", "C", "C", "C", "C", "C", "H", "C", "H", "C", "H", "C", "C", "Pr", "H", "H", "H", "H", "H", "H", "H", "H", "H", "H", "H", "H", "H", "C", "Si", "H", "H", "C", "C", "C", "H", "H", "H", "H", "H", "H", "H", "H", "H", "C", "H", "H", "H"],
  "positions_angstrom": [[0.6185, -2.2309, -0.7362], [-1.0486, -1.5938, -3.6076], [1.8802, -2.3340, -1.5002], [2.8598, -3.3008, -0.8808], [2.3005, -1.3102, -1.5195], [1.6192, -2.6207, -2.5319], [3.1061, -3.0504, 0.1644], [3.7892, -3.2590, -1.4587], [2.5090, -4.3368, -0.9410], [-0.3089, -3.3867, -0.7575], [-0.1670, -4.2753, -1.9600], [-1.3143, -2.9398, -0.7115], [-0.1254, -3.9246, 0.1794], [-0.3988, -3.7424, -2.8872], [-0.9055, -5.0858, -1.8688], [0.8343, -4.7168, -2.0183], [-2.5768, -1.5870, -3.1723], [-0.6712, -1.0962, -5.0249], [-3.1536, -2.9075, -3.5651], [-2.9904, -0.7141, -3.6815], [-2.5511, -1.4518, -2.0853], [-3.1171, -3.0665, -4.6474], [-4.2033, -2.9289, -3.2448], [-2.6342, -3.7339, -3.0615], [-1.2589, -1.9778, -6.0856], [0.4184, -1.1235, -5.0153], [-1.0345, -0.0657, -5.0615], [-0.9377, -3.0212, -5.9754], [-0.8818, -1.6072, -7.0475], [-2.3514, -1.9292, -6.1172], [-0.5779, -0.9310, -3.0215], [1.7379, 1.0419, 2.0245], [1.5207, 2.2762, 2.4919], [0.3160, 2.9834, 2.2739], [-0.9788, 2.4942, 1.9951], [2.6491, 2.9729, 3.2207], [3.5568, 3.0202, 2.5945], [2.9140, 2.4464, 4.1498], [2.3475, 3.9937, 3.4805], [-2.1481, 3.4617, 2.0223], [-2.8059, 3.2513, 2.8791], [-2.7616, 3.3831, 1.1106], [-1.7862, 4.4899, 2.1175], [-1.2665, 1.1960, 1.7778], [2.9088, 0.3174, 2.4117], [3.9294, 0.1141, 1.4611], [3.8458, 0.7486, 0.1103], [5.0079, -0.7067, 1.7949], [5.7794, -0.8950, 1.0441], [5.1089, -1.2700, 3.0691], [5.9695, -1.8944, 3.3282], [4.1098, -1.0322, 4.0185], [4.1740, -1.4765, 5.0145], [3.0043, -0.2398, 3.7073], [1.8940, -0.0468, 4.6915], [-2.5690, 0.7389, 2.1640], [-3.5790, 0.5859, 1.1984], [-3.3548, 0.9038, -0.2481], [-4.8592, 0.2162, 1.6091], [-5.6270, 0.0879, 0.8452], [-5.1517, 0.0420, 2.9609], [-6.1609, -0.2365, 3.2697], [-4.1499, 0.2287, 3.9156], [-4.3574, 0.1152, 4.9810], [-2.8591, 0.5891, 3.5361], [-1.8046, 0.8614, 4.5626], [0.3027, -0.3484, 0.6504], [3.2592, 0.1381, -0.5997], [4.8512, 0.8434, -0.3229], [3.3940, 1.7487, 0.1335], [1.5996, 1.0038, 4.8012], [2.1843, -0.4184, 5.6825], [1.0030, -0.6141, 4.3929], [-3.7256, 0.0718, -0.8606], [-2.3067, 1.0865, -0.5167], [-3.9151, 1.8070, -0.5470], [-0.8798, 0.3123, 4.3443], [-2.1592, 0.5372, 5.5492], [-1.5436, 1.9286, 4.6389], [0.3773, 4.0610, 2.4224], [0.0817, 0.7494, -2.0836], [0.3092, 2.5582, -2.5102], [0.7855, 0.1291, -2.6633], [-0.9896, 0.4358, -2.1423], [1.5694, 2.7443, -3.9024], [0.8800, 3.5162, -0.9965], [-1.3814, 3.1388, -3.1197], [-1.9421, 2.2830, -3.5254], [-1.2580, 3.8781, -3.9226], [-1.9930, 3.5906, -2.3265], [2.5489, 2.3551, -3.5948], [1.7141, 3.7841, -4.2345], [1.2446, 2.1551, -4.7722], [1.6852, 2.9710, -0.4836], [0.0797, 3.6752, -0.2612], [1.2804, 4.5111, -1.2586], [0.3898, -2.0819, 2.3497], [-0.3782, -1.9257, 3.1273], [1.3841, -2.0253, 2.8292], [0.2674, -3.1125, 1.9808]],
  "forces_ev_per_a": [[0.335, -1.180, -1.414], [-0.772, 0.280, -0.376], [-0.654, 0.031, 0.246], [0.304, -0.153, 0.116], [-0.414, -0.470, -0.018], [0.185, 0.194, 0.313], [-0.216, -0.056, -0.361], [-0.054, 0.036, 0.084], [0.050, 0.221, 0.205], [0.675, 0.570, 0.517], [-0.194, -0.282, -0.291], [0.240, -0.121, 0.072], [-0.156, 0.014, -0.278], [0.239, -0.149, 0.153], [0.294, 0.124, 0.039], [-0.393, -0.005, -0.088], [1.365, 0.075, -0.621], [-0.617, -0.083, 0.655], [-0.192, -0.394, -0.074], [-0.036, -0.117, 0.163], [0.222, 0.168, -0.368], [-0.122, -0.036, 0.386], [0.182, 0.019, -0.082], [-0.185, 0.278, -0.157], [-0.002, -0.170, -0.155], [-0.135, 0.042, 0.167], [0.162, -0.115, 0.009], [-0.085, 0.250, -0.024], [-0.089, -0.094, 0.175], [0.260, 0.062, -0.073], [0.039, 0.385, 0.265], [-0.290, 0.375, 0.346], [0.227, -0.706, -0.585], [-0.376, 0.228, -0.065], [0.086, -0.624, 0.155], [-0.047, 0.414, 0.001], [-0.332, -0.101, 0.203], [-0.067, 0.158, -0.367], [0.134, -0.231, -0.038], [0.201, 0.326, 0.230], [0.173, 0.044, -0.253], [0.264, -0.079, 0.281], [-0.109, -0.162, -0.033], [0.608, -0.185, 0.193], [0.405, 0.077, 0.193], [-0.435, -0.287, 0.602], [0.183, 0.220, -0.593], [0.112, -0.131, 0.337], [-0.148, 0.093, 0.278], [-0.059, 0.006, -0.101], [-0.343, 0.228, -0.127], [0.057, 0.114, -0.231], [0.038, 0.137, -0.312], [0.175, -0.106, -0.468], [-0.194, -0.059, 0.545], [-0.337, 0.738, -0.477], [0.200, -0.075, 0.584], [0.015, 0.071, -0.542], [-0.058, -0.115, 0.336], [0.047, 0.043, 0.261], [0.013, -0.096, -0.150], [0.313, 0.088, -0.081], [0.035, 0.028, -0.145], [-0.068, 0.001, -0.306], [-0.142, -0.125, -0.414], [0.206, -0.165, 0.486], [-0.211, 2.411, 0.718], [0.111, 0.283, 0.142], [-0.281, -0.040, 0.056], [0.104, -0.296, 0.044], [0.005, -0.271, -0.017], [0.000, 0.114, -0.227], [0.228, 0.186, -0.017], [-0.039, 0.193, -0.054], [-0.190, -0.020, 0.199], [0.157, -0.341, 0.077], [-0.220, 0.207, -0.036], [0.101, 0.116, -0.188], [-0.072, -0.271, -0.116], [-0.029, -0.281, 0.086], [-0.088, -0.497, 0.534], [-0.375, -0.777, 0.160], [-0.150, -0.188, -0.028], [0.477, 0.180, -0.199], [0.068, -0.009, -0.051], [0.164, 0.476, -0.106], [-0.057, 0.323, -0.083], [0.140, 0.238, 0.043], [-0.194, -0.058, 0.169], [0.124, -0.061, -0.171], [-0.111, 0.071, -0.042], [-0.079, -0.283, 0.151], [0.060, 0.145, 0.121], [-0.180, 0.090, -0.106], [0.149, -0.121, -0.240], [-0.140, -0.280, 0.064], [-0.120, -0.542, 0.065], [0.188, -0.089, -0.064], [-0.311, -0.153, -0.107], [0.046, 0.080, 0.295]]
}